Below is a 11-piece molecular cluster, C84H98Cl4N14 overall at a distorted geometry, with properties calculated with wB97M-V/def2-TZVPD.

relative energy (zero: lowest compared OMol25 entry of this formula, charge and spin) = 0.0 kJ/mol
frontier orbital gap = 0.0860 Eh
electronic energy = -159528.8637 eV
strongest force on any atom = 0.07915 Eh/bohr
LUMO level = -15.18 eV

```
! wB97M-V def2-TZVPD RIJCOSX def2/J DEFGRID3
* xyz 10 1
C 0.70772 -2.06810 -9.21536
N 0.05474 -2.31468 -7.91301
C -1.28021 -2.18772 -7.84530
C -1.92354 -2.23334 -6.57483
C -1.18227 -2.55688 -5.43040
C 0.18909 -2.75652 -5.60120
C 0.78025 -2.58716 -6.82983
C -1.89750 -2.90873 -4.14973
C -3.23284 -2.53976 -3.90402
C -3.75282 -2.75273 -2.66425
N -3.09414 -3.34980 -1.64648
C -1.77558 -3.78438 -1.87730
C -1.25875 -3.64859 -3.13522
C -3.84344 -3.59398 -0.39678
H 0.25797 -2.60061 -10.05336
H 1.74816 -2.39217 -9.19150
H 0.48399 -1.01140 -9.36172
H -1.74338 -1.74868 -8.71658
H -2.91382 -1.80809 -6.64477
H 0.89619 -2.85432 -4.79075
H 1.85354 -2.48462 -6.89259
H -3.77556 -2.13771 -4.74676
H -4.79252 -2.54415 -2.45949
H -1.24601 -4.34027 -1.11774
H -0.23475 -3.96981 -3.25626
H -4.31558 -4.57033 -0.50601
H -4.50473 -2.78452 -0.08765
H -3.10424 -3.75277 0.38838
C 8.11913 -1.13776 -16.14431
N 7.12041 -0.08268 -15.74735
C 6.84211 0.06837 -14.43533
C 6.10252 1.15947 -14.02012
C 5.76036 2.20315 -14.90109
C 6.09777 1.99079 -16.26013
C 6.76024 0.84279 -16.67368
C 5.03414 3.46081 -14.52392
C 3.95978 3.32446 -13.59728
C 3.15874 4.42886 -13.31424
N 3.41152 5.62614 -13.96152
C 4.41721 5.79338 -14.90775
C 5.14364 4.63809 -15.20786
C 2.45040 6.72132 -13.76055
H 7.74113 -2.08055 -15.74890
H 9.10024 -0.80602 -15.80447
H 8.16245 -1.20747 -17.23121
H 7.22390 -0.66057 -13.73584
H 5.87223 1.23364 -12.96757
H 5.73260 2.71237 -16.97594
H 6.95029 0.67791 -17.72396
H 3.76699 2.29632 -13.32865
H 2.26617 4.21488 -12.74509
H 4.47571 6.72661 -15.44817
H 6.01981 4.65703 -15.83904
H 3.05929 7.61474 -13.89905
H 2.14855 6.73277 -12.71324
H 1.62187 6.57274 -14.45305
C -6.18937 8.12530 9.12956
N -5.11603 7.17474 9.26876
C -5.13907 6.28578 10.30060
C -4.06430 5.43890 10.59080
C -3.02533 5.46343 9.71368
C -2.98261 6.36301 8.63842
C -4.04961 7.21174 8.44864
C -1.99264 4.41042 9.93934
C -1.29173 3.75121 8.88864
C -0.10136 3.03978 9.22520
N 0.35566 2.85773 10.51572
C -0.38323 3.41783 11.49182
C -1.43574 4.23029 11.26634
C 1.66618 2.25601 10.76712
H -6.06074 8.70287 8.21415
H -6.14988 8.76756 10.00936
H -7.08147 7.50235 9.06506
H -6.05627 6.27648 10.87075
H -4.06743 4.82755 11.48110
H -2.11250 6.32400 7.99983
H -3.97970 7.83551 7.56976
H -1.54714 4.02737 7.87627
H 0.50427 2.78389 8.36838
H -0.02501 3.27824 12.50107
H -1.99189 4.58737 12.12050
H 2.47485 2.89318 10.40908
H 1.74203 1.28103 10.28571
H 1.75131 2.05229 11.83452
C 12.64007 2.29445 -11.56387
N 11.74302 2.78189 -10.50309
C 12.20695 3.48451 -9.47584
C 11.40319 3.85153 -8.36883
C 10.07008 3.41790 -8.32257
C 9.52807 2.81588 -9.50899
C 10.42953 2.40824 -10.56475
C 9.23241 3.85891 -7.09866
C 9.76314 4.01373 -5.80158
C 8.86576 4.19294 -4.71484
N 7.55338 4.30498 -4.93925
C 6.99474 4.25082 -6.19161
C 7.89923 3.99732 -7.20964
C 6.60856 4.29294 -3.81696
H 12.37059 1.28643 -11.87910
H 13.69958 2.40334 -11.33220
H 12.54527 2.88000 -12.47833
H 13.24180 3.70472 -9.69260
H 11.79983 4.37849 -7.51362
H 8.45948 2.67384 -9.57479
H 10.17723 1.74685 -11.38042
H 10.82033 3.85101 -5.65233
H 9.32401 4.40909 -3.76107
H 5.92037 4.23829 -6.30111
H 7.39045 4.00530 -8.16226
H 5.58107 4.23036 -4.17536
H 6.75624 5.18922 -3.21448
H 6.90498 3.43336 -3.21585
C 0.66899 4.50289 -6.50660
N 0.04482 3.94673 -5.31340
C -0.44730 4.79428 -4.44366
C -0.89296 4.39264 -3.11441
C -0.80268 3.02624 -2.78260
C -0.22191 2.09944 -3.75560
C 0.15167 2.61156 -4.98420
C -1.14009 2.50628 -1.46012
C -0.30119 1.62493 -0.75521
C -0.65855 1.12290 0.52999
N -1.79473 1.53349 1.05483
C -2.58902 2.45586 0.51999
C -2.33259 2.91606 -0.79952
C -2.10130 1.25714 2.46560
H 1.21689 5.40504 -6.23448
H -0.23481 4.74374 -7.06627
H 1.26641 3.73190 -6.99317
H -0.20511 5.79341 -4.77455
H -1.27931 5.20161 -2.51215
H -0.12989 1.07406 -3.42920
H 0.53382 1.99309 -5.78287
H 0.61494 1.27917 -1.21080
H -0.05766 0.41164 1.07720
H -3.53187 2.64868 1.01017
H -3.03935 3.35070 -1.49088
H -3.11580 0.85946 2.49263
H -2.10338 2.12878 3.12008
H -1.44967 0.44988 2.79998
C -7.59850 -0.35760 8.38006
N -8.45209 -1.44855 8.67683
C -9.72714 -1.37401 8.18756
C -10.69387 -2.34819 8.56294
C -10.36434 -3.46744 9.34260
C -9.02283 -3.52913 9.67573
C -8.06555 -2.57704 9.37084
C -11.44034 -4.42854 9.86727
C -12.73055 -3.91587 10.27782
C -13.76067 -4.80894 10.68878
N -13.50183 -6.10240 10.75060
C -12.31978 -6.63079 10.48202
C -11.26923 -5.81993 9.98969
C -14.58503 -6.97290 11.29244
H -7.98744 0.64686 8.54707
H -7.22639 -0.50695 7.36649
H -6.75412 -0.51637 9.05081
H -9.99226 -0.62431 7.45676
H -11.66391 -2.29566 8.09106
H -8.68819 -4.37684 10.25523
H -7.06135 -2.76728 9.71985
H -13.09880 -2.90077 10.29717
H -14.70974 -4.41487 11.02100
H -12.28340 -7.70759 10.55667
H -10.32404 -6.22515 9.65981
H -15.53544 -6.72723 10.81864
H -14.66209 -6.72236 12.35046
H -14.42573 -7.99486 10.94849
C 0.71109 -5.47093 5.44655
N 0.84643 -6.18856 6.69471
C 1.35522 -5.50331 7.70138
C 1.34462 -6.04326 8.99320
C 0.76085 -7.31220 9.21384
C 0.15647 -7.95816 8.09728
C 0.26324 -7.40808 6.83065
C 0.71437 -7.82237 10.58084
C -0.51343 -8.30275 11.14716
C -0.48123 -8.80804 12.50179
N 0.71343 -8.83186 13.21650
C 1.87565 -8.47940 12.63760
C 1.90218 -7.93556 11.33906
C 0.65137 -9.09747 14.78577
H 0.14936 -4.54412 5.56308
H 0.28732 -6.11773 4.67833
H 1.71877 -5.32416 5.05777
H 1.68626 -4.49462 7.50294
H 1.77744 -5.53959 9.84490
H -0.25375 -8.93548 8.30452
H -0.30427 -7.77101 5.98648
H -1.40831 -8.07893 10.58547
H -1.35474 -9.01377 13.10269
H 2.75709 -8.60776 13.24832
H 2.82136 -7.53817 10.93460
H -0.40078 -9.08752 15.07033
H 1.16945 -8.32013 15.34742
H 1.00457 -10.11622 14.94544
Cl 3.32172 -2.01205 -1.54107
Cl 4.37608 1.04236 -9.06569
Cl 2.52047 -0.19248 5.16096
Cl -7.49187 -0.13544 3.05532
*
```

Löwdin population analysis, charges in e, atoms 1 to 99: 0.052, -0.083, 0.042, 0.063, -0.104, 0.057, 0.026, -0.088, 0.045, 0.000, -0.063, 0.069, 0.046, 0.036, 0.119, 0.117, 0.114, 0.156, 0.126, 0.132, 0.165, 0.124, 0.158, 0.156, 0.133, 0.123, 0.118, 0.101, 0.064, -0.067, 0.017, 0.042, -0.103, 0.062, 0.050, -0.126, 0.064, 0.041, -0.079, 0.091, 0.032, 0.035, 0.118, 0.118, 0.113, 0.156, 0.127, 0.137, 0.162, 0.131, 0.151, 0.162, 0.139, 0.113, 0.108, 0.128, 0.047, -0.084, 0.064, 0.049, -0.147, 0.063, 0.033, -0.085, 0.063, 0.064, -0.065, -0.002, 0.053, 0.043, 0.120, 0.134, 0.124, 0.160, 0.139, 0.137, 0.160, 0.123, 0.154, 0.159, 0.133, 0.128, 0.117, 0.112, 0.038, -0.092, 0.049, 0.075, -0.079, 0.082, 0.051, -0.109, 0.089, 0.044, -0.086, 0.063, 0.010, 0.037, 0.114